23
Properties=species:S:1:pos:R:3:nbo_charge:R:1 method="wB97M-V/def2-TZVPD" de_lowest_kcal_mol=53.5 lumo_ev=-3.79 orbital_gap_ev=6.92 largest_force_ev_per_a=4.41 total_charge=+1
O -2.21571 1.96394 1.98852 -0.732
N 1.31947 -1.02153 -1.97679 -0.641
N -2.02631 -0.18017 0.94711 -0.617
N -0.22263 1.17068 1.01878 -0.625
N 0.44836 1.35009 -1.32466 -0.838
C 1.77309 -1.90513 -1.19865 0.304
C -1.40759 0.85800 1.76589 0.392
C -0.47077 0.80305 -0.27864 0.230
C -1.53658 -0.05237 -0.34651 -0.137
C 1.99691 -1.59547 0.25472 -0.716
H 2.52648 -0.56169 0.33374 0.259
H 0.95419 -1.34382 0.55000 0.283
H -3.01722 1.81232 2.52067 0.496
H 0.16459 2.00833 1.15865 0.391
H -2.11656 -0.62960 -0.92714 0.230
H 0.06277 1.87510 -2.04242 0.405
H 2.54133 -2.33815 0.82913 0.263
H 0.97565 -0.01541 -1.84956 0.444
H 1.08378 -1.19946 -2.96233 0.418
H -1.13770 0.33044 2.71887 0.156
H -3.02634 -0.28151 1.15225 0.397
H 1.15364 1.91107 -0.87882 0.394
H 2.17715 -2.95872 -1.45281 0.243